# 1
The following is a quantum chemistry calculation of a 8-piece molecular cluster, C48H62I2N12O4P overall in a non-equilibrium geometry, from the Open Molecules 2025 dataset.

Summary:
- net charge = +1

Geometry as XYZ:
```
129
Properties=species:S:1:pos:R:3:forces:R:3:mulliken_charge:R:1
C 4.522001 -1.117414 1.307389 0.1605 0.2372 0.6131 -1.235
N 3.675427 0.059234 0.994020 0.1808 -0.8695 -0.4224 0.089
C 2.373270 -0.482736 0.553547 0.2480 0.1804 0.2616 -2.318
C 1.234428 -0.217227 1.616230 1.4399 -1.4253 -1.4995 1.667
P 0.113916 -1.762502 1.601514 -2.5871 -0.2189 0.2076 0.455
C 0.163524 -2.624275 -0.037388 0.8940 -0.3829 0.4596 -0.878
C 0.572851 -2.958842 2.953186 1.2390 0.7665 -0.7268 -1.252
N 1.964133 0.037087 2.878930 -2.8454 1.1216 0.2524 -0.224
C 1.418640 1.206510 3.347531 1.6381 -1.4529 -0.9431 -0.601
N 1.391402 1.360874 4.628731 -0.4216 0.7940 0.6960 -0.093
N 0.913903 2.049697 2.342553 0.2789 -0.5246 0.5023 0.789
C 1.807468 2.979994 1.641111 -0.2610 1.6666 0.8964 -0.888
I 0.448951 4.558272 0.918411 0.4181 -0.2016 -0.0226 0.051
C 2.882754 3.690811 2.492223 0.0999 -0.2568 0.1624 -0.673
C 4.166272 2.877533 2.734610 -0.5639 0.0684 -0.4452 -0.985
I 2.091064 4.576244 4.325506 0.2578 0.1987 -0.2986 0.094
C 0.280610 1.059719 1.447263 1.3287 -2.6681 -0.1971 -0.188
O 0.237030 1.327924 0.122259 -0.6281 0.7174 0.4374 -0.327
C -1.052846 1.749431 -0.355189 -0.3977 -0.1856 -1.7747 -1.593
C -1.921207 0.585780 -0.843118 -1.5764 1.0063 0.6040 1.610
C -3.403997 1.089471 -0.924348 0.8858 0.0671 0.2899 -1.254
O -1.500887 0.190740 -2.126111 0.9720 -0.1094 0.1834 -0.688
O -0.944580 0.626812 2.024668 0.7701 0.6533 -0.0618 -0.223
N -1.590913 1.672933 2.710265 -0.4199 0.8407 0.2218 0.284
O -2.330944 1.217655 3.471934 -0.5635 -0.0374 0.3335 -0.421
H 5.463345 -0.839251 1.784826 0.0307 0.2064 -0.2575 0.323
H 4.013180 -1.751760 2.040150 -0.0677 0.0837 -0.0820 0.364
H 4.718511 -1.734292 0.422019 0.0613 0.0228 0.0818 0.386
H 4.142886 0.499958 0.215901 -0.1936 0.3520 -0.1951 0.276
H 2.520054 -1.567340 0.551443 -0.3840 0.1360 -0.2192 0.800
H 2.125965 -0.212280 -0.471406 -0.2976 0.2760 0.1270 0.180
H 1.141717 -2.641209 -0.524173 -0.0654 -0.3688 0.0085 0.432
H -0.186966 -3.661542 0.156631 0.4005 0.5447 -0.1279 0.305
H -0.534506 -2.206243 -0.761556 -0.0806 0.3675 0.3212 0.246
H 0.191055 -2.610416 3.912740 -0.0471 0.0836 -0.1043 0.365
H 0.076597 -3.896206 2.710439 0.1080 -0.0280 -0.0577 0.439
H 1.661431 -3.087886 3.006979 -0.1346 -0.4745 0.2377 0.344
H 1.937285 -0.722908 3.546601 0.2131 -0.1550 0.0187 0.405
H 0.916537 2.114972 5.097364 0.1940 0.4526 -0.1579 0.315
H 1.877769 0.688235 5.190182 0.0110 -0.1761 0.3296 0.258
H 2.305365 2.565197 0.765924 -0.2870 -0.2648 -0.0076 0.479
H 3.191394 4.558236 1.911155 -0.2108 0.0612 0.0670 0.876
H 4.025115 2.017844 3.385837 0.0981 0.0571 0.1291 0.249
H 4.484480 2.494542 1.761666 0.1000 -0.0517 0.0941 0.134
H 4.950198 3.536332 3.099412 -0.0447 -0.0701 0.2365 0.546
H -0.856617 2.346066 -1.250724 0.1855 0.0346 0.1318 0.484
H -1.591498 2.409324 0.318857 0.2370 -0.2824 0.3587 0.499
H -1.923788 -0.213578 -0.095906 0.4606 -0.2368 -0.2263 -0.188
H -3.472356 2.088302 -0.485735 -0.3106 -0.1017 0.0470 0.372
H -4.039255 0.393435 -0.382832 -0.2836 0.1770 -0.1292 0.156
H -3.709562 1.169741 -1.964955 -0.0947 -0.1386 0.0311 0.400
H -2.033183 -0.557911 -2.388757 -0.2288 -0.2639 -0.2154 0.420
N -0.884887 -5.457935 -1.129345 -0.2218 -0.2179 -0.1826 -0.253
C -2.205641 -5.316931 -1.248357 0.1027 0.1280 0.1662 -0.243
C -2.982698 -6.031235 -2.144930 -0.0329 0.0086 0.0125 -0.795
C -2.353978 -6.945098 -2.971470 -0.0387 -0.0533 -0.1162 0.086
C -0.983255 -7.107876 -2.867912 -0.0243 0.1868 -0.1141 -0.749
C -0.300647 -6.344300 -1.935224 0.2004 0.1126 0.1029 -0.207
H -2.655120 -4.587363 -0.582088 -0.0907 -0.0119 -0.0203 0.439
H -4.051368 -5.874906 -2.193533 0.0010 0.0246 0.0221 0.393
H -2.924804 -7.523136 -3.686748 -0.0095 0.0093 -0.0059 0.437
H -0.454572 -7.811188 -3.496408 0.0393 0.0153 0.0074 0.467
H 0.772737 -6.440202 -1.817173 0.0179 -0.0711 -0.0553 0.390
N 1.381081 6.578726 7.002214 0.0523 0.1052 -0.0908 -0.403
C 2.553822 7.169165 7.235271 0.0285 -0.1976 -0.0323 -0.082
C 2.691248 8.506702 7.565889 -0.0080 -0.0026 0.0077 -0.533
C 1.546845 9.279941 7.656867 0.0031 0.1215 0.0262 -0.147
C 0.318751 8.688157 7.417298 0.0204 -0.0038 0.0158 -0.475
C 0.291562 7.341201 7.097064 -0.0742 -0.2079 -0.0520 -0.134
H 3.422166 6.525368 7.149252 0.0638 0.0563 0.0137 0.351
H 3.668831 8.930907 7.746660 0.0179 -0.0258 -0.0049 0.358
H 1.611121 10.329736 7.911438 0.0010 0.0041 -0.0011 0.371
H -0.597848 9.257646 7.478035 -0.0229 -0.0251 -0.0037 0.359
H -0.647075 6.834180 6.905006 -0.0562 0.0676 0.0000 0.350
N 5.539617 6.847825 -3.056872 -0.0163 -0.0866 0.1287 -0.541
C 5.776238 6.133238 -1.960477 0.0292 0.0333 -0.0642 -0.434
C 4.782704 5.601490 -1.150654 0.0631 0.0271 -0.0279 -0.283
C 3.467264 5.832482 -1.502154 -0.2213 0.0240 -0.0550 0.528
C 3.199338 6.576411 -2.640022 -0.0758 -0.0491 0.0609 -0.557
C 4.266762 7.055913 -3.377933 0.0377 0.1400 -0.2135 -0.238
H 6.817503 5.984955 -1.727604 0.2310 -0.0970 0.1341 0.386
H 5.039234 5.025436 -0.271710 0.0765 -0.0185 0.0105 0.351
H 2.648963 5.447578 -0.908171 0.0292 -0.0160 0.0282 0.035
H 2.182868 6.779829 -2.947938 0.0029 0.0107 -0.0194 0.366
H 4.104943 7.639593 -4.276826 -0.0838 0.0097 -0.0051 0.355
N 7.559878 1.883140 -0.008301 0.1444 -0.0052 0.0137 -0.330
C 7.151394 0.719672 -0.502991 -0.0110 0.0440 0.0298 0.170
C 7.999196 -0.237989 -1.034315 -0.0912 -0.0541 -0.0117 -0.574
C 9.355815 0.030781 -1.059633 0.1041 -0.1354 -0.0609 -0.293
C 9.806189 1.235303 -0.552388 -0.0046 0.0261 0.0149 -0.371
C 8.872592 2.120214 -0.039273 -0.1461 0.2018 0.1078 -0.296
H 6.082391 0.554533 -0.464716 -0.0519 -0.1156 -0.0980 0.205
H 7.606378 -1.169480 -1.418244 -0.0233 0.0064 -0.0110 0.360
H 10.052301 -0.689651 -1.467827 0.0007 -0.0059 -0.0077 0.381
H 10.857955 1.484013 -0.552710 -0.0019 0.0344 0.0135 0.377
H 9.181077 3.073204 0.372966 0.0760 0.0200 -0.0101 0.367
N -6.102206 -1.114699 -1.727097 -0.1108 -0.1142 0.1525 -0.334
C -6.080826 -1.817435 -0.594039 0.1377 0.0492 -0.1026 -0.131
C -7.214682 -2.176561 0.115297 0.0388 -0.0125 0.0290 -0.627
C -8.446919 -1.780179 -0.376352 -0.1316 -0.0147 0.0440 -0.257
C -8.494175 -1.048095 -1.549346 0.0318 -0.0342 0.0492 -0.487
C -7.299298 -0.744344 -2.183887 0.1843 0.0898 -0.2518 0.032
H -5.093226 -2.103154 -0.244327 -0.0253 -0.0533 0.0808 0.441
H -7.134643 -2.750475 1.028344 0.0254 -0.0004 0.0013 0.372
H -9.357664 -2.038834 0.148268 -0.0003 -0.0038 0.0054 0.377
H -9.435963 -0.719109 -1.965579 0.0168 0.0213 -0.0374 0.393
H -7.287781 -0.175369 -3.106834 -0.1132 0.0805 0.0276 0.255
N -0.843452 -10.679942 -0.289155 -0.0872 -0.0967 -0.1114 -0.512
C -1.265069 -10.056648 -1.388899 0.1070 0.0209 0.1775 -0.061
C -2.029324 -10.662041 -2.373564 0.0267 0.0209 0.0281 -0.123
C -2.373939 -11.992952 -2.210785 -0.0852 -0.0713 -0.1039 -0.514
C -1.944998 -12.659678 -1.076763 -0.0041 0.0160 -0.0066 -0.303
C -1.187281 -11.959080 -0.151086 0.1021 0.0652 0.1505 -0.285
H -0.968821 -9.019268 -1.473996 -0.0632 -0.0925 0.0190 0.404
H -2.345963 -10.105369 -3.245581 0.0085 0.0125 -0.0010 0.251
H -2.968759 -12.503310 -2.957385 0.0001 -0.0046 -0.0013 0.373
H -2.192083 -13.699129 -0.912234 0.0124 -0.0041 0.0263 0.368
H -0.831954 -12.438732 0.753738 -0.0264 -0.0807 -0.0111 0.374
N -7.554625 1.586916 -5.005621 -0.0498 -0.0331 -0.1893 -0.377
C -8.447704 2.487029 -5.415568 0.0180 0.0176 0.2126 -0.228
C -8.812761 2.664894 -6.740203 0.0124 0.0017 0.0025 -0.445
C -8.214109 1.865198 -7.697900 -0.0339 0.0143 -0.1295 -0.109
C -7.282150 0.924651 -7.295438 0.0061 -0.0008 0.0073 -0.659
C -6.991922 0.826299 -5.944377 0.0709 -0.0434 0.1787 0.032
H -8.887553 3.092676 -4.631451 -0.0561 0.0457 -0.0418 0.362
H -9.546170 3.410644 -7.013208 -0.0050 0.0130 0.0287 0.348
H -8.470539 1.973266 -8.743799 -0.0025 0.0001 -0.0033 0.371
H -6.791610 0.280963 -8.012205 0.0162 -0.0178 0.0198 0.338
H -6.270949 0.101161 -5.581915 0.0270 -0.0359 -0.0723 0.350
```
Forces are in eV/Å.


# 2
The following is a quantum chemistry calculation of C3H6NO2 as an isolated structure in a non-equilibrium geometry, from the Open Molecules 2025 dataset.

Summary:
- net charge = +1
- energy above the lowest of the compared OMol25 structures with the same formula, charge and spin (eV) = 5.0940

Geometry as XYZ:
```
12
Properties=species:S:1:pos:R:3:forces:R:3:mulliken_charge:R:1
C -0.822174 -0.509107 -0.612851 0.2333 -0.5348 -0.4687 -0.169
C 0.957785 0.308158 -0.312366 1.4476 -0.9936 0.3050 0.425
C 0.850025 0.388510 1.158373 -2.9826 -1.4243 3.6747 -1.124
N -1.925559 -0.397875 -0.917880 2.2138 -0.4565 0.7719 0.322
O 2.109313 -0.129285 -0.836044 -2.5626 0.7913 -0.7634 -0.399
O -3.126995 -0.138355 -1.206065 0.2843 3.6930 -1.0965 -0.255
H 0.512581 0.959894 -1.020614 0.0815 1.2747 -0.0354 0.317
H -0.155592 0.753464 1.702998 1.9441 -0.4784 -2.0951 0.324
H 1.594053 0.940358 1.645160 1.4575 1.4675 -0.0498 0.411
H 0.981843 -0.577099 1.787375 -0.1527 0.7898 -1.8713 0.380
H 2.642497 -0.709593 -0.313468 0.4164 -0.7435 1.0966 0.382
H -3.617777 -0.889071 -1.074618 -2.3807 -3.3853 0.5319 0.387
```
Forces are in eV/Å.


# 3
The following is a quantum chemistry calculation of C39H23Cl5F6N5O3TeZr as an isolated structure in a non-equilibrium geometry, from the Open Molecules 2025 dataset.

Summary:
- net charge = +1
- energy above the lowest of the compared OMol25 structures with the same formula, charge and spin (eV) = 0.0000

Geometry as XYZ:
```
83
Properties=species:S:1:pos:R:3:forces:R:3:mulliken_charge:R:1
Zr -0.716506 0.665383 -0.150346 -0.4640 -1.6047 -0.0688 -0.568
N 0.629154 -3.979818 -0.202138 0.0503 -0.0154 0.0054 0.127
C -0.158082 -2.904407 -0.284540 -0.1944 -0.0117 -0.0394 -0.770
N 0.090679 -1.770639 0.284512 0.4643 0.5372 0.3348 0.341
C 1.244261 -1.633652 1.051647 -0.3959 0.2816 0.2259 -0.040
N 1.456714 -0.559605 1.749125 0.3945 -0.4079 0.4208 -1.471
N 0.465754 0.381954 1.643206 -0.0582 -0.0213 1.1811 1.447
C 0.225401 1.139115 2.651609 0.3770 -0.4336 -0.0828 -0.714
C -0.921519 2.031096 2.610799 -0.4574 0.4018 0.1656 0.969
C -1.282089 2.796613 3.711399 0.2339 -0.2092 -0.0534 -0.949
C -2.428534 3.569611 3.646475 -0.1508 0.0613 -0.1659 -0.402
C -3.176733 3.563187 2.479397 0.1406 0.0405 0.2316 -0.978
C -2.749505 2.776355 1.422050 -0.0561 -0.0727 -0.1586 -0.212
N -1.657731 2.021956 1.481994 0.0043 0.4552 0.7051 0.443
C 2.184407 -2.738775 1.127831 -0.0622 -0.3032 -0.0962 1.068
C 3.378732 -2.677113 1.850578 -0.0541 0.0002 -0.0159 -0.165
C 4.201641 -3.778960 1.919800 0.0648 0.0904 0.0514 -1.075
C 3.841268 -4.966741 1.282862 -0.0856 -0.0136 -0.0387 -0.482
C 2.661982 -5.051885 0.572926 -0.0324 -0.0864 -0.0437 -0.940
C 1.834744 -3.936676 0.493368 0.2186 0.2831 0.1867 0.033
H 0.360369 -4.845378 -0.642054 -0.1112 0.0455 -0.0787 0.288
H -1.077276 -3.003759 -0.852526 0.0250 -0.0387 -0.0358 0.459
H 0.822273 1.072781 3.556507 0.0637 -0.0894 -0.0431 0.429
H -0.673297 2.775242 4.604924 0.0111 -0.0078 -0.0014 0.486
H -2.733089 4.167379 4.494133 -0.0017 0.0137 0.0013 0.449
H -4.073375 4.158460 2.391410 -0.0209 -0.0239 -0.0605 0.459
H -3.301549 2.738988 0.490722 -0.0089 0.0007 0.0212 0.584
H 3.619777 -1.756360 2.361520 0.0530 0.0076 0.0018 0.508
H 5.126454 -3.727788 2.477200 -0.0024 -0.0010 0.0105 0.458
H 4.483807 -5.833184 1.355957 0.0093 -0.0050 -0.0255 0.437
H 2.370269 -5.975015 0.087475 0.0292 -0.0093 -0.0110 0.417
Cl -0.862642 -1.836325 -7.145737 -0.0274 -0.0414 -0.0113 -0.171
C -0.540164 -1.388626 -5.523999 0.0260 0.0093 -0.0058 0.415
C -1.560729 -0.885953 -4.720543 0.0089 -0.0525 -0.0166 -0.049
Cl -3.157051 -0.751194 -5.319868 -0.1176 0.0131 -0.0011 -0.190
C -1.273918 -0.486346 -3.425166 0.3718 0.1189 0.1273 0.824
Cl -2.487343 0.099937 -2.345147 -0.2956 -0.2912 -0.3887 -0.014
C 0.021842 -0.529204 -2.898053 0.1530 -0.1214 -0.6183 -1.268
O 0.277330 -0.037643 -1.693735 -0.0277 -0.5083 -1.4606 0.214
C 1.021828 -1.106016 -3.702832 -0.2545 0.2462 0.3628 0.404
Cl 2.591122 -1.275143 -3.032994 0.1081 -0.2129 0.0117 -0.151
C 0.747546 -1.520601 -5.000429 -0.0879 0.0228 0.0461 0.098
Cl 1.999884 -2.186040 -5.956809 0.0399 -0.0303 -0.0552 -0.172
F -1.000005 5.319714 -0.690925 0.0099 -0.0511 -0.0096 -0.253
C -0.136096 4.534599 -1.358258 0.0263 0.2548 -0.0505 0.607
F 1.095766 4.984700 -1.138609 -0.0380 -0.0586 0.0030 -0.205
F -0.404078 4.620116 -2.654682 -0.0172 -0.0965 0.0318 -0.232
C -0.300127 3.101679 -0.824723 0.2683 1.0171 -0.0444 0.863
O 0.444526 2.707273 0.087206 -0.4148 0.1432 -0.1083 -0.515
O -1.229979 2.387306 -1.286426 -0.3056 0.5917 -0.3590 -0.651
F -9.657433 -1.313141 2.461133 0.0424 -0.0230 -0.0770 -0.249
C -9.220760 -1.763779 1.267765 -0.2346 -0.0445 0.0584 0.819
F -9.965373 -1.172789 0.322131 0.0776 -0.0135 0.0239 -0.278
F -9.496572 -3.081138 1.229555 0.0560 0.0622 -0.0059 -0.246
C -7.752389 -1.500963 1.096097 0.0337 0.0331 0.0046 0.277
C -7.279849 -0.741665 0.036948 -0.0529 -0.0248 0.0310 -0.683
C -5.922876 -0.498852 -0.072731 0.0977 -0.0453 0.0750 -0.549
C -5.032899 -1.012208 0.875640 -0.1910 0.1008 -0.1309 0.305
C -5.522253 -1.781360 1.932780 0.0540 -0.0299 0.0365 -0.665
C -6.877702 -2.023787 2.041151 -0.0278 0.0209 -0.0489 -0.877
C -3.642793 -0.704206 0.744116 0.2090 -0.1072 0.1547 0.667
C -2.467499 -0.413517 0.602883 -0.5081 0.0642 0.0569 0.208
H -7.967011 -0.337111 -0.692411 -0.0136 -0.0133 0.0032 0.475
H -5.536252 0.093452 -0.891375 -0.0327 0.0051 -0.0170 0.439
H -4.835603 -2.180149 2.666934 0.0060 0.0071 0.0018 0.486
H -7.265236 -2.611884 2.862338 0.0158 -0.0111 0.0104 0.399
C 4.473009 0.139291 -0.317860 -0.1883 -0.0402 -0.0534 -0.839
Te 2.710214 1.306075 -0.779747 1.7670 0.3075 -0.0545 0.305
C 4.017459 2.927455 -0.172735 -0.3207 0.0414 0.1759 -1.177
C 5.424315 2.436298 -0.378034 0.0064 -0.1040 -0.0704 0.708
C 6.500632 3.310333 -0.476789 0.0215 0.0073 0.0032 -0.678
C 7.786204 2.822954 -0.658535 0.0112 0.0575 0.0157 -0.588
C 8.006409 1.456284 -0.740887 -0.0108 -0.0822 -0.0063 -0.591
C 6.937562 0.578983 -0.641506 -0.0046 0.0276 0.0131 -0.757
C 5.647440 1.063715 -0.462599 -0.0064 0.0648 -0.0399 0.424
H 4.558361 -0.741845 -0.952280 -0.0473 0.0239 -0.0453 0.569
H 4.386723 -0.193837 0.717029 -0.1206 -0.0456 -0.0047 0.226
H 3.837407 3.186748 0.872204 -0.0275 -0.0479 -0.0083 0.427
H 3.803456 3.809374 -0.773250 -0.0371 -0.0455 -0.0437 0.568
H 6.333339 4.378944 -0.417712 -0.0134 0.0080 -0.0065 0.443
H 8.616562 3.511561 -0.741455 -0.0024 0.0058 -0.0064 0.402
H 9.006287 1.070549 -0.889648 0.0091 0.0245 -0.0014 0.402
H 7.101012 -0.490387 -0.705242 0.0233 -0.0006 -0.0207 0.441
```
Forces are in eV/Å.


Number 1: HOMO -9.93 eV, E_tot -102330.5595 eV. Number 2: HOMO -16.62 eV, E_tot -8780.8876 eV. Number 3: HOMO -9.82 eV, E_tot -141897.9412 eV.